C4H11NO2 | wB97M-V/def2-TZVPD

Geometry (Å):
C  -1.91485  -0.66462  -0.04090
C  -0.48745  -1.07165  0.24776
N  0.50636  -0.33890  -0.38528
C  1.90122  -0.55727  0.05775
C  0.28318  0.35456  -1.66684
O  -0.18166  -1.81053  1.16708
H  -2.31730  -0.15762  0.83262
H  -2.51398  -1.56191  -0.18609
H  -1.90816  -0.05515  -0.93695
H  1.86010  -1.44816  0.67442
H  2.50974  -0.66324  -0.83837
H  2.18728  0.34009  0.61157
H  -0.08355  1.37643  -1.51869
H  -0.32212  -0.30026  -2.28518
H  1.29926  0.52126  -2.03009
H  -0.09981  3.95943  0.66682
H  0.63476  2.64158  0.76650
O  -0.25360  3.01867  0.80479

Computed properties:
ΔE to the lowest compared entry with this formula, charge and spin = 95.0 kJ/mol
multiplicity = 1
total energy = -9911.257 eV
LUMO level = 0.0210 hartree
E_HOMO = -9.02 eV
SMILES = CC(=O)N(C)C.O

Löwdin atomic charge list, values in e, 6 entries:
1. C 0.01
2. C -0.51
3. N -0.17
4. C -0.03
5. C -0.06
6. O 0.03